Below is a 6-piece molecular cluster, C31H39ClF5NO18S overall, with properties calculated with ωB97M-V with the def2-TZVPD basis set.

CARTESIAN COORDINATES (ANGSTROEM)
C: 5.87062 1.53057 1.36205
C: 5.13811 2.62761 0.62988
C: 5.87223 3.62925 0.01071
C: 5.26019 4.66599 -0.67448
C: 3.87989 4.71291 -0.74823
C: 3.13756 3.72468 -0.13106
C: 3.73924 2.67684 0.56007
C: 2.90358 1.62381 1.26479
C: 2.26487 0.60733 0.30551
C: 1.16661 1.13292 -0.64594
C: 0.69368 0.01701 -1.63734
N: 0.67508 0.38942 -3.04198
C: 0.01012 1.76874 0.15900
C: -1.20682 2.17408 -0.69009
C: -1.21404 3.59488 -1.24735
C: -1.16434 4.68973 -0.17211
Cl: 0.08601 3.85512 -2.46379
C: -0.36842 0.87562 1.35064
O: 0.01888 -0.50874 1.19233
S: 1.57535 -0.77037 1.24387
O: 2.01406 -0.67107 2.61207
O: 1.80812 -2.01355 0.56853
H: 5.83186 1.70032 2.44097
H: 5.45842 0.54509 1.14916
H: 6.92233 1.53467 1.07324
H: 6.95556 3.59214 0.05842
H: 5.86312 5.43290 -1.14449
H: 3.38680 5.52006 -1.27695
H: 2.06069 3.79931 -0.18471
H: 3.55627 1.06254 1.92923
H: 2.16607 2.09719 1.91451
H: 3.04232 0.11651 -0.27767
H: 1.61584 1.89633 -1.27981
H: 1.33170 -0.85910 -1.54232
H: -0.31019 -0.31148 -1.36387
H: 1.60607 0.53890 -3.40371
H: 0.11810 1.21302 -3.21769
H: 0.38268 2.69206 0.61603
H: -1.38446 1.46692 -1.50112
H: -2.10493 2.13907 -0.06209
H: -2.13578 3.70149 -1.81841
H: -0.22720 5.24562 -0.21205
H: -1.23782 4.26335 0.82955
H: -1.97023 5.40764 -0.31555
H: 0.08016 1.23351 2.28123
H: -1.44592 0.84606 1.50700
C: 6.10020 -4.00683 0.11640
C: 5.80307 -3.35204 1.45216
O: 5.64697 -1.99067 1.09000
C: 5.26398 -1.93586 -0.21116
O: 4.82798 -0.97012 -0.74158
O: 5.42456 -3.13742 -0.79832
F: 6.82682 -3.46641 2.32661
H: 7.17191 -3.98590 -0.08530
H: 5.71958 -5.01887 0.02233
H: 4.88742 -3.69340 1.93729
C: 1.20674 -4.74218 2.37941
C: -0.08248 -4.42662 3.10912
O: -0.45627 -5.69821 3.62258
C: 0.66615 -6.45255 3.75319
O: 0.71719 -7.47883 4.34609
O: 1.70095 -5.86675 3.12265
F: -1.05515 -3.97541 2.28891
H: 1.00668 -5.04554 1.35150
H: 1.92091 -3.92491 2.38738
H: 0.02521 -3.72903 3.94076
C: -2.74752 2.88742 -6.17985
C: -3.12642 2.18123 -4.89273
O: -4.12239 3.03715 -4.35978
C: -4.68738 3.72952 -5.38673
O: -5.68013 4.36945 -5.29393
O: -3.96140 3.57410 -6.50864
F: -2.09691 2.11254 -4.01822
H: -1.95753 3.61613 -5.99354
H: -2.46168 2.21978 -6.98613
H: -3.54607 1.18282 -5.02241
C: -7.25096 4.95973 -2.50777
C: -8.68766 4.75954 -2.93742
O: -9.39680 5.59655 -2.04359
C: -8.55634 6.58350 -1.62058
O: -8.89511 7.55374 -1.03710
O: -7.28534 6.29033 -1.97734
F: -9.10673 3.47988 -2.77978
H: -6.99305 4.26044 -1.70981
H: -6.53899 4.87922 -3.32133
H: -8.90113 5.06947 -3.96140
C: -2.17720 -8.96488 5.17357
C: -2.40528 -10.00684 4.09920
O: -3.76154 -10.36078 4.29406
C: -4.39763 -9.31229 4.89069
O: -5.57053 -9.20837 4.99601
O: -3.49062 -8.41183 5.32817
F: -1.63009 -11.10595 4.25836
H: -1.87170 -9.44108 6.10636
H: -1.46149 -8.19897 4.89689
H: -2.27885 -9.64088 3.07882

Cartesian forces, eV/Å:
C 0.0 0.1 0.0
C -0.1 -0.2 0.0
C 0.2 0.1 -0.1
C 0.1 0.0 0.0
C 0.1 0.2 -0.1
C -0.1 0.0 0.1
C -0.1 -0.1 0.1
C 0.4 0.0 -0.1
C -0.5 0.1 -0.1
C -0.1 -0.4 -0.1
C 0.0 0.2 0.0
N -0.1 -0.3 -0.1
C 0.1 0.2 -0.1
C 0.0 0.0 0.0
C -0.4 0.0 0.2
C 0.3 0.0 -0.1
Cl 0.2 0.1 -0.1
C -0.2 0.1 0.4
O -0.2 -0.1 -0.5
S 0.8 0.1 0.7
O -0.2 -0.1 -0.2
O -0.2 -0.1 -0.1
H 0.0 -0.1 0.0
H 0.1 0.1 0.0
H 0.0 -0.1 0.0
H 0.0 0.0 0.0
H 0.0 0.0 0.0
H 0.0 -0.1 0.0
H -0.1 -0.1 0.1
H -0.1 0.0 0.1
H -0.1 0.0 -0.1
H 0.1 0.1 0.0
H 0.1 0.1 0.1
H 0.0 0.0 0.0
H 0.1 -0.1 0.0
H 0.0 0.1 0.0
H 0.1 0.1 0.0
H 0.1 0.0 -0.1
H 0.0 0.0 0.0
H 0.0 -0.1 0.0
H 0.1 0.0 0.0
H 0.0 -0.1 0.0
H -0.2 0.0 0.0
H 0.0 0.0 0.1
H 0.0 0.0 -0.1
H 0.1 -0.1 0.0
C 0.0 0.0 0.0
C 0.0 0.1 0.0
O -0.2 -0.1 0.1
C -0.1 -0.2 0.0
O 0.1 0.1 -0.2
O 0.1 0.0 0.0
F 0.1 0.0 0.0
H 0.0 0.0 0.1
H -0.1 0.0 -0.1
H 0.0 0.0 0.1
C 0.1 0.1 -0.1
C 0.0 -0.1 0.0
O 0.0 0.1 0.2
C -0.1 0.0 -0.1
O 0.0 -0.1 0.0
O 0.1 0.1 -0.1
F 0.0 -0.1 -0.1
H -0.1 0.0 0.0
H 0.1 -0.1 0.1
H 0.0 0.1 0.0
C 0.0 0.0 0.0
C -0.1 0.1 0.0
O -0.1 -0.2 0.0
C 0.1 0.0 0.0
O -0.1 0.1 0.0
O 0.1 0.0 -0.1
F 0.0 0.0 0.0
H 0.0 0.0 0.0
H -0.1 0.0 0.0
H 0.1 0.0 0.1
C 0.1 0.0 0.1
C 0.0 0.1 0.1
O 0.0 0.1 -0.2
C 0.0 -0.2 0.0
O 0.0 0.1 0.1
O 0.1 0.0 0.0
F 0.0 0.0 0.1
H -0.1 -0.1 0.0
H 0.0 0.2 0.0
H 0.0 -0.1 0.0
C 0.0 0.0 0.0
C -0.1 0.0 0.0
O 0.0 0.1 -0.2
C 0.2 -0.1 0.1
O -0.1 0.0 0.0
O 0.1 0.0 0.0
F 0.0 0.0 0.1
H 0.0 -0.1 0.0
H -0.1 0.1 0.0
H 0.1 -0.1 0.0

2S+1 ... 1
LUMO ... 0.1 eV
Net charge ... 0
Energy ... -108071.0694 eV
HOMO-LUMO gap ... 9.300 eV
SMILES ... Cc1ccccc1C[C@@H]1[C@@H](CN)[C@@H](C[C@@H](C)Cl)COS1(=O)=O.O=C1OC[C@@H](F)O1.O=C1OC[C@@H](F)O1.O=C1OC[C@@H](F)O1.O=C1OC[C@@H](F)O1.O=C1OC[C@@H](F)O1

---

Below is a 7-piece molecular cluster, C31H39F6NO26S overall, with properties calculated with ωB97M-V with the def2-TZVPD basis set.

CARTESIAN COORDINATES (ANGSTROEM)
C: -2.90709 0.22555 3.77265
C: -2.82624 0.81559 2.55140
C: -1.68738 0.75720 1.56592
C: -0.42192 0.06950 2.03202
C: 0.28638 0.70872 3.23772
C: -0.01934 2.17447 3.57646
C: 0.86747 3.20557 2.85043
C: 0.10976 4.22667 2.00277
O: 1.01519 4.93784 1.16208
O: -0.71817 -1.33219 2.36963
S: -0.92174 -2.10823 0.97235
O: -2.34486 -2.17615 0.81867
O: -0.28150 -3.37570 0.90934
O: -0.29832 -1.02014 -0.00675
C: 0.58078 -0.17034 0.87619
N: 1.62493 -1.10131 1.19645
C: 0.94534 1.02688 -0.02772
C: 2.40927 1.36188 -0.15735
O: 2.92959 1.61512 -1.20242
O: 3.10177 1.38741 1.01469
C: 4.37099 2.01427 0.91719
C: 4.38929 3.50069 1.11922
O: 5.32783 1.33775 0.72866
H: -2.28758 0.45472 4.63483
H: -3.71919 -0.47813 3.94902
H: -3.67598 1.40821 2.20754
H: -2.08538 0.33348 0.64827
H: -1.40100 1.78721 1.31450
H: 1.37083 0.62619 3.14329
H: 0.02235 0.09078 4.09645
H: -1.06888 2.43847 3.43850
H: 0.17111 2.28314 4.64456
H: 1.64882 2.74350 2.25085
H: 1.38241 3.79854 3.61011
H: -0.34915 4.96153 2.66666
H: -0.67291 3.76920 1.38892
H: 0.86743 4.67951 0.24840
H: 2.13949 -1.32361 0.35167
H: 2.27364 -0.73042 1.87859
H: 0.39836 1.92344 0.27051
H: 0.61180 0.79586 -1.03717
H: 5.02812 3.71005 1.97558
H: 4.77461 3.95309 0.20938
H: 3.39819 3.88125 1.35947
C: -3.96254 -0.09939 -2.09543
C: -4.92003 0.99339 -2.52983
O: -4.48848 2.09688 -1.75348
C: -3.17323 1.92765 -1.50984
O: -2.43954 2.77262 -1.10387
O: -2.78721 0.66169 -1.78364
F: -6.20601 0.70586 -2.21763
H: -4.31553 -0.61270 -1.19957
H: -3.75407 -0.82969 -2.87136
H: -4.86314 1.25782 -3.58768
C: -2.09907 -6.10168 1.04591
C: -1.67307 -7.50646 0.68444
O: -2.69235 -8.29368 1.26245
C: -3.82925 -7.53141 1.29116
O: -4.91705 -7.95792 1.47164
O: -3.52532 -6.23191 1.07465
F: -0.48031 -7.84065 1.24684
H: -1.73933 -5.80775 2.03231
H: -1.78476 -5.35766 0.32129
H: -1.62422 -7.70717 -0.38688
C: -0.33033 5.45007 -4.06517
C: -0.29912 4.35339 -3.02389
O: 0.30011 5.00958 -1.91795
C: -0.00632 6.34397 -2.01754
O: 0.11598 7.12727 -1.14363
O: -0.46754 6.62195 -3.25869
F: 0.48396 3.31297 -3.40243
H: 0.60709 5.49547 -4.62176
H: -1.16072 5.36022 -4.75948
H: -1.27699 3.97485 -2.72843
C: 2.01266 -8.57144 2.98737
C: 2.55615 -9.90192 2.51412
O: 3.91500 -9.82455 2.89747
C: 3.98964 -9.00511 3.98728
O: 4.92419 -8.92384 4.70668
O: 2.83700 -8.30630 4.12638
F: 2.47833 -10.03857 1.16869
H: 2.15918 -7.79200 2.23887
H: 0.96439 -8.60820 3.26675
H: 2.09852 -10.77397 2.98441
C: 8.30522 0.42580 -0.73576
C: 8.02237 -0.76620 -1.62410
O: 8.85917 -0.51645 -2.73665
C: 9.92420 0.21511 -2.29526
O: 10.92704 0.37763 -2.89998
O: 9.66710 0.71944 -1.06425
F: 6.73310 -0.80785 -2.03493
H: 7.67286 1.27552 -0.99349
H: 8.19959 0.21053 0.32322
H: 8.28445 -1.73163 -1.18726
C: -7.92303 4.76798 -5.11817
C: -7.38191 3.41294 -5.52205
O: -6.03894 3.48313 -5.07725
C: -6.00298 4.34366 -4.01313
O: -5.10151 4.42948 -3.25318
O: -7.14717 5.06031 -3.95292
F: -7.39954 3.23102 -6.86252
H: -7.72683 5.51712 -5.88633
H: -8.98320 4.75814 -4.88307
H: -7.87578 2.56558 -5.04297

Cartesian forces, eV/Å:
C -0.5 0.2 -0.1
C 0.3 -0.2 0.3
C 0.6 2.3 1.0
C 1.2 -0.2 0.3
C -0.4 -0.1 0.4
C 0.3 0.2 0.0
C -0.2 0.4 0.3
C 0.3 0.0 -0.2
O 0.1 -0.2 0.2
O 0.5 -0.1 -0.8
S -2.1 -0.9 0.9
O 0.1 0.5 -0.8
O 0.8 0.4 0.2
O 0.1 -0.3 0.5
C -0.6 -0.4 -1.4
N 0.3 0.7 0.4
C -0.2 -0.2 0.2
C 0.0 0.0 -0.1
O 0.1 0.2 -0.1
O -0.3 0.3 0.1
C 0.7 -0.1 -0.2
C -0.7 -0.4 0.3
O -0.1 -0.1 0.1
H 1.3 -1.3 -0.6
H -1.0 1.4 0.7
H -0.7 -1.5 -0.9
H 0.0 -0.2 0.1
H 0.0 -0.1 -0.3
H 0.0 -0.1 -0.1
H -0.1 0.0 0.0
H -0.1 -0.2 0.0
H -0.1 -0.1 0.0
H -0.1 -0.2 0.0
H 0.2 -0.1 -0.1
H -0.2 -0.1 -0.1
H -0.1 0.0 0.1
H -0.1 0.2 -0.1
H 0.1 -0.1 0.0
H 0.0 0.0 0.0
H 0.1 0.1 0.1
H 0.0 0.0 0.0
H 0.3 0.1 -0.2
H 0.1 0.1 0.1
H 0.0 0.1 -0.2
C 0.0 -0.2 -0.1
C 0.0 -0.1 0.2
O 0.1 -0.1 -0.2
C 0.2 0.0 0.2
O 0.0 0.0 0.1
O -0.1 0.0 -0.1
F 0.0 0.1 0.0
H -0.1 0.1 0.0
H 0.2 0.1 0.0
H -0.1 0.0 0.0
C 0.1 0.2 -0.2
C 0.0 0.0 0.3
O -0.1 0.0 -0.3
C -0.1 0.0 0.1
O 0.0 0.0 0.1
O 0.1 -0.1 0.0
F 0.0 -0.1 0.0
H 0.1 -0.1 0.0
H -0.2 0.1 0.0
H 0.1 0.0 0.0
C -0.1 0.0 -0.2
C 0.1 -0.1 -0.1
O -0.3 0.0 0.1
C 0.1 0.1 -0.1
O 0.1 0.0 0.0
O 0.0 -0.1 0.0
F 0.0 0.0 0.1
H 0.0 -0.1 0.1
H -0.1 0.1 0.1
H 0.0 -0.1 0.0
C -0.2 0.1 0.1
C 0.1 0.2 -0.2
O -0.1 -0.2 0.2
C 0.1 0.1 0.0
O 0.1 0.0 0.0
O 0.0 -0.1 -0.1
F 0.1 0.0 0.0
H 0.0 -0.1 -0.1
H 0.0 0.0 0.2
H 0.0 0.0 -0.1
C 0.0 0.0 0.2
C -0.1 0.2 -0.1
O 0.2 -0.2 0.2
C 0.0 0.1 -0.1
O 0.0 0.0 0.0
O -0.1 -0.1 0.0
F 0.0 0.0 -0.1
H -0.1 -0.1 -0.1
H 0.2 0.0 0.0
H -0.1 0.0 0.0
C -0.2 0.1 0.0
C 0.1 0.1 -0.1
O -0.1 -0.2 0.2
C 0.0 0.1 0.0
O 0.1 0.1 -0.1
O 0.0 -0.1 -0.1
F 0.1 0.0 0.0
H 0.1 -0.1 -0.1
H 0.0 0.0 0.2
H 0.0 0.0 -0.1

2S+1 ... 1
LUMO ... 0.1 eV
Net charge ... 0
Energy ... -114642.2740 eV
HOMO-LUMO gap ... 8.573 eV
SMILES ... C=CC[C@@]1(CCCCO)OS(=O)(=O)O[C@@]1(N)CC(=O)OC(C)=O.O=C1OC[C@@H](F)O1.O=C1OC[C@@H](F)O1.O=C1OC[C@@H](F)O1.O=C1OC[C@@H](F)O1.O=C1OC[C@@H](F)O1.O=C1OC[C@@H](F)O1